# 1
Computed, not measured: a molecular structure, C33H28N3O2PPtS5, with ωB97M-V with the def2-TZVPD basis set.

As for the relative energy (zero: lowest compared OMol25 entry of this formula, charge and spin): 0.0 kcal/mol. As for the LUMO energy (alpha / beta): -0.11596 / -0.13867 Ha.

Geometry as ORCA input:
```
! RIJCOSX wB97M-V def2-TZVPD def2/J DEFGRID3
* xyz 1 2
Pt -0.40 0.97 0.91
S -2.49 4.43 2.70
C -1.92 3.46 3.98
C -1.26 2.35 3.57
C -1.20 2.27 2.14
C -1.83 3.34 1.55
C -1.86 3.44 0.13
C -2.46 4.46 -0.61
C -2.42 4.42 -1.98
C -1.77 3.35 -2.61
C -1.20 2.38 -1.83
N -1.24 2.40 -0.48
H -2.11 3.77 5.00
H -0.83 1.63 4.24
H -2.96 5.27 -0.09
H -2.88 5.20 -2.56
H -1.72 3.28 -3.68
H -0.70 1.54 -2.29
C -0.77 -1.46 6.34
C 0.19 -2.03 5.33
O 0.83 -0.93 4.62
P 0.65 -0.74 3.07
S 1.48 0.96 2.50
S -1.26 -0.70 2.49
O 1.39 -2.03 2.50
C 1.48 -2.29 1.09
C 2.29 -3.54 0.88
H -1.19 -2.27 6.94
H -1.58 -0.93 5.85
H -0.25 -0.77 7.01
H -0.32 -2.68 4.61
H 0.99 -2.60 5.79
H 1.96 -1.43 0.61
H 0.46 -2.40 0.69
H 3.29 -3.43 1.30
H 2.37 -3.75 -0.18
H 1.81 -4.40 1.37
S 4.91 3.19 -0.43
C 6.45 3.62 -1.04
C 6.75 2.94 -2.18
C 5.71 2.05 -2.56
C 4.65 2.07 -1.70
C 3.41 1.27 -1.78
C 2.42 1.39 -0.79
N 1.29 0.71 -0.80
C 1.07 -0.16 -1.80
C 1.98 -0.37 -2.83
C 1.68 -1.32 -3.86
C 0.52 -2.00 -3.86
C -0.45 -1.78 -2.82
C -1.70 -2.45 -2.78
C -2.59 -2.20 -1.77
C -2.20 -1.27 -0.78
N -1.05 -0.63 -0.80
C -0.18 -0.88 -1.80
C -3.90 -2.86 -1.67
C -4.85 -2.71 -0.69
C -6.00 -3.51 -0.91
C -5.90 -4.26 -2.04
S -4.43 -3.98 -2.86
C 3.18 0.37 -2.79
H 7.04 4.36 -0.52
H 7.67 3.07 -2.72
H 5.77 1.42 -3.43
H 2.55 2.07 0.05
H 2.41 -1.48 -4.65
H 0.29 -2.71 -4.65
H -1.93 -3.16 -3.57
H -2.85 -1.04 0.05
H -4.74 -2.05 0.16
H -6.85 -3.53 -0.25
H -6.62 -4.95 -2.45
H 3.91 0.22 -3.58
*
```



# 2
Computed, not measured: C4H10N2 in the gas phase in a non-equilibrium geometry, with ωB97M-V with the def2-TZVPD basis set.

As for the relative energy (zero: lowest compared OMol25 entry of this formula, charge and spin): 40.8 kcal/mol. As for the LUMO energy: 0.03687 Ha.

Geometry as ORCA input:
```
! RIJCOSX wB97M-V def2-TZVPD def2/J DEFGRID3
* xyz 0 1
C 1.33 -0.22 1.75
C 1.28 -0.71 0.27
C 0.52 0.19 -0.63
N -2.26 0.67 -0.58
C -1.65 -0.11 -1.52
N -0.38 -0.29 -1.68
H 0.24 -0.04 1.88
H 1.69 -1.11 2.29
H 1.98 0.57 2.13
H 2.34 -0.92 -0.01
H 0.86 -1.73 0.37
H 1.10 0.96 -1.18
H 0.10 1.06 -0.10
H -3.04 1.19 -0.93
H -1.81 0.89 0.30
H -2.29 -0.40 -2.38
*
```



# 3
Computed, not measured: C23H23BrN2O3 in the gas phase in a non-equilibrium geometry, with ωB97M-V with the def2-TZVPD basis set.

As for the relative energy (zero: lowest compared OMol25 entry of this formula, charge and spin): 1.6 kcal/mol. As for the LUMO energy: -0.01305 Ha.

Geometry as ORCA input:
```
! RIJCOSX wB97M-V def2-TZVPD def2/J DEFGRID3
* xyz 0 1
C 0.45 4.15 3.83
H 0.71 4.72 2.94
H -0.43 4.59 4.28
H 1.27 4.23 4.54
C 0.17 2.70 3.45
N 1.27 2.14 2.69
C 0.91 1.33 1.56
H 0.31 1.96 0.88
C 0.06 0.06 1.86
N -0.62 -0.42 0.69
C -1.85 0.02 0.32
O -2.52 0.84 0.90
C -2.17 -0.75 -0.93
C -1.14 -1.58 -1.23
C -1.15 -2.44 -2.39
O -0.24 -3.18 -2.72
C -2.42 -2.29 -3.14
C -2.63 -3.05 -4.30
C -3.80 -2.93 -5.01
C -4.79 -2.05 -4.58
C -4.60 -1.29 -3.45
C -3.42 -1.40 -2.72
O -3.30 -0.62 -1.61
H -5.35 -0.59 -3.10
H -5.71 -1.95 -5.14
H -3.96 -3.52 -5.90
H -1.85 -3.73 -4.60
C -0.04 -1.40 -0.22
C 1.22 -0.90 -0.89
C 1.18 0.27 -1.62
C 2.33 0.72 -2.24
C 3.52 0.02 -2.15
C 3.55 -1.16 -1.42
C 2.41 -1.62 -0.79
H 2.44 -2.54 -0.23
H 4.47 -1.72 -1.35
H 4.41 0.38 -2.65
Br 2.27 2.34 -3.25
H 0.26 0.83 -1.71
H 0.17 -2.33 0.31
H -0.71 0.32 2.59
H 0.68 -0.74 2.26
H 1.82 1.04 1.04
C 2.43 1.73 3.45
C 2.32 0.44 4.27
H 1.40 0.44 4.86
H 3.16 0.37 4.95
H 2.32 -0.44 3.64
H 3.27 1.63 2.74
H 2.67 2.55 4.12
H -0.72 2.68 2.82
H -0.04 2.12 4.36
*
```



Among the records above, which one has the highest relative energy (zero: lowest compared OMol25 entry of this formula, charge and spin)?
C4H10N2



What did the third record say?
Computed, not measured: C23H23BrN2O3 in the gas phase in a non-equilibrium geometry, with ωB97M-V with the def2-TZVPD basis set.

As for the relative energy (zero: lowest compared OMol25 entry of this formula, charge and spin): 1.6 kcal/mol. As for the LUMO energy: -0.01305 Ha.

Geometry as ORCA input:
```
! RIJCOSX wB97M-V def2-TZVPD def2/J DEFGRID3
* xyz 0 1
C 0.45 4.15 3.83
H 0.71 4.72 2.94
H -0.43 4.59 4.28
H 1.27 4.23 4.54
C 0.17 2.70 3.45
N 1.27 2.14 2.69
C 0.91 1.33 1.56
H 0.31 1.96 0.88
C 0.06 0.06 1.86
N -0.62 -0.42 0.69
C -1.85 0.02 0.32
O -2.52 0.84 0.90
C -2.17 -0.75 -0.93
C -1.14 -1.58 -1.23
C -1.15 -2.44 -2.39
O -0.24 -3.18 -2.72
C -2.42 -2.29 -3.14
C -2.63 -3.05 -4.30
C -3.80 -2.93 -5.01
C -4.79 -2.05 -4.58
C -4.60 -1.29 -3.45
C -3.42 -1.40 -2.72
O -3.30 -0.62 -1.61
H -5.35 -0.59 -3.10
H -5.71 -1.95 -5.14
H -3.96 -3.52 -5.90
H -1.85 -3.73 -4.60
C -0.04 -1.40 -0.22
C 1.22 -0.90 -0.89
C 1.18 0.27 -1.62
C 2.33 0.72 -2.24
C 3.52 0.02 -2.15
C 3.55 -1.16 -1.42
C 2.41 -1.62 -0.79
H 2.44 -2.54 -0.23
H 4.47 -1.72 -1.35
H 4.41 0.38 -2.65
Br 2.27 2.34 -3.25
H 0.26 0.83 -1.71
H 0.17 -2.33 0.31
H -0.71 0.32 2.59
H 0.68 -0.74 2.26
H 1.82 1.04 1.04
C 2.43 1.73 3.45
C 2.32 0.44 4.27
H 1.40 0.44 4.86
H 3.16 0.37 4.95
H 2.32 -0.44 3.64
H 3.27 1.63 2.74
H 2.67 2.55 4.12
H -0.72 2.68 2.82
H -0.04 2.12 4.36
*
```